9
Properties=species:S:1:pos:R:3:forces:R:3 method="wB97M-V/def2-TZVPD" energy_ev=-9184.344 e_homo_ev=-16.354 total_charge=+1 gap_ha=0.2895 e_above_lowest_kj_mol=577.0 molar_mass_g_mol=87.06
O -2.529 -1.396 -0.151 -0.68 -1.05 -0.33
O -0.110 -0.896 0.444 2.94 -0.30 0.19
N -2.416 -0.299 0.012 0.20 0.56 0.49
N 0.100 1.846 -0.135 2.80 1.61 -0.57
C -0.945 1.486 0.067 -2.04 -1.29 0.07
C -2.207 0.893 0.288 -0.83 2.51 1.04
H 0.739 -0.748 1.005 -2.17 -0.38 -1.27
H 0.269 -0.979 -0.469 -0.26 -0.05 1.07
H -2.938 1.629 0.760 0.04 -1.61 -0.71